{
  "formula": "C7H14N2S",
  "method": "ωB97M-V/def2-TZVPD",
  "symbols": ["C", "C", "N", "C", "C", "N", "C", "C", "C", "S", "H", "H", "H", "H", "H", "H", "H", "H", "H", "H", "H", "H", "H", "H"],
  "coordinates": [[3.452, -0.514, 0.549], [2.230, -0.701, -0.473], [1.008, -0.072, -0.163], [0.915, 1.412, -0.150], [-0.613, 1.680, -0.174], [-1.202, 0.288, -0.515], [-2.686, -0.116, -0.441], [-3.153, -0.512, 0.866], [-0.197, -0.699, -0.352], [-0.322, -2.341, -0.276], [3.859, 0.624, 0.484], [4.275, -1.377, 0.276], [2.890, -0.685, 1.584], [2.638, -0.562, -1.416], [1.873, -1.817, -0.434], [1.644, 1.792, 0.768], [1.099, 2.056, -1.124], [-0.917, 2.478, -0.944], [-0.786, 1.686, 0.985], [-3.295, 0.486, -1.120], [-2.810, -1.001, -1.187], [-2.762, -1.616, 1.070], [-2.892, 0.131, 1.540], [-4.249, -0.620, 0.647]],
  "atomic_forces_ev_per_a": [[-1.12, 0.12, 0.29], [1.13, -3.75, 2.66], [-0.27, 2.78, -0.63], [0.86, 1.24, -0.94], [-0.72, -2.35, 2.83], [0.72, -0.86, -0.23], [2.72, -1.14, -4.59], [-2.56, -6.49, -3.31], [-0.97, 2.01, 0.06], [-0.89, -0.34, -0.30], [-0.61, -2.92, 0.26], [-2.01, 2.52, 0.97], [1.93, 0.30, -1.79], [0.16, 0.82, -2.26], [1.30, 1.77, -0.07], [-2.39, -0.54, -2.37], [1.42, -1.96, 1.40], [0.10, -1.14, 1.93], [-0.91, 1.50, -2.10], [0.15, 1.36, 1.02], [0.95, 0.73, 1.50], [-0.64, 2.50, -0.04], [1.04, 3.64, 4.48], [0.62, 0.18, 1.21]],
  "lowdin_charge": [-0.107, -0.315, -0.171, -0.155, -0.113, -0.086, -0.274, -0.113, -0.781, 0.669, 0.088, 0.112, 0.094, 0.081, 0.052, 0.164, 0.132, 0.136, 0.141, 0.108, 0.128, 0.103, 0.003, 0.104],
  "relative_energy_kcal_mol": 91.3,
  "energy_ha": -782.68577,
  "total_charge": 0,
  "e_homo_ev": -8.09,
  "e_lumo_ha": 0.027,
  "smiles": "CCN1CCN(CC)C1=S"
}


{
  "formula": "C7H14N2S",
  "method": "ωB97M-V/def2-TZVPD",
  "symbols": ["C", "C", "C", "C", "C", "C", "C", "N", "N", "S", "H", "H", "H", "H", "H", "H", "H", "H", "H", "H", "H", "H", "H", "H"],
  "coordinates": [[-1.334, 0.467, -0.309], [3.663, 0.772, -0.617], [2.175, 0.801, -0.772], [2.746, 0.676, 0.608], [2.582, -0.647, 1.301], [-3.842, -0.902, 0.586], [-3.566, -0.265, -0.788], [-1.122, -0.906, -0.458], [-2.232, -0.152, -1.144], [-0.844, 1.874, 0.270], [4.206, -0.117, -0.842], [4.262, 1.607, -0.728], [1.602, 1.775, -0.976], [1.589, -0.004, -1.032], [3.429, -0.643, 2.005], [2.640, -1.392, 0.548], [1.635, -0.481, 1.874], [-3.309, -1.760, 0.667], [-3.439, -0.162, 1.264], [-4.933, -1.003, 0.790], [-4.267, -0.647, -1.692], [-3.877, 0.844, -0.802], [-0.429, -1.264, -1.113], [2.667, 1.533, 1.358]],
  "atomic_forces_ev_per_a": [[-0.12, -1.56, -0.36], [-1.37, -1.33, 1.35], [-0.66, 3.79, 0.87], [0.41, 1.40, 0.27], [0.13, 2.53, 1.34], [-2.05, 3.27, -0.98], [-4.50, 0.78, -0.74], [-1.05, -1.05, 1.17], [2.51, 0.01, -2.46], [0.84, 2.19, 0.86], [0.09, -0.70, -0.28], [0.68, 1.84, -0.39], [1.34, -1.40, -0.01], [-0.72, -1.91, -1.07], [-0.37, -0.88, -0.02], [-0.31, -1.23, -0.14], [0.58, -1.23, -0.46], [1.28, -2.79, 0.42], [0.07, -0.11, 0.68], [0.88, -0.13, -0.24], [1.95, 0.16, 1.96], [0.11, -1.46, 0.34], [0.01, 0.70, -0.57], [0.26, -0.90, -1.50]],
  "lowdin_spin": [0.563, 0.003, 0.018, 0.007, 0.001, 0.008, 0.023, 0.159, 0.170, 0.997, 0.001, 0.000, 0.011, 0.001, 0.000, 0.000, 0.001, 0.000, 0.003, 0.000, 0.004, 0.004, 0.024, 0.001],
  "relative_energy_kcal_mol": 47.6,
  "energy_ha": -782.52559,
  "total_charge": 0,
  "spin_multiplicity": 3,
  "e_homo_ev": [-6.03, -9.42],
  "e_lumo_ha": [0.029, -0.105]
}